{
  "formula": "C28H50N5O8P2S",
  "method": "wB97M-V/def2-TZVPD",
  "charge": -1,
  "total_energy_ha": -3052.96715,
  "e_homo_ev": -4.855,
  "homo_lumo_gap_ha": 0.229,
  "symbols": ["C", "C", "O", "P", "O", "C", "C", "P", "C", "C", "C", "C", "S", "C", "N", "N", "C", "O", "O", "C", "C", "C", "C", "C", "C", "C", "C", "O", "N", "O", "O", "O", "C", "C", "H", "H", "H", "H", "H", "H", "H", "H", "H", "H", "H", "H", "H", "H", "H", "H", "H", "H", "H", "H", "H", "H", "H", "H", "H", "H", "H", "H", "H", "H", "H", "H", "H", "H", "H", "H", "H", "H", "H", "H", "N", "C", "C", "C", "C", "H", "H", "H", "H", "H", "N", "C", "C", "C", "C", "H", "H", "H", "H", "H"],
  "positions_angstrom": [[5.17, -2.53, 3.27], [6.02, -2.38, 1.84], [5.04, -1.94, 0.84], [5.65, -0.59, -0.12], [5.28, 0.72, 0.74], [4.48, -0.54, -1.68], [3.10, 0.14, -1.14], [1.54, -0.22, -2.18], [1.57, 1.40, -3.24], [0.79, 2.66, -2.52], [-0.86, 2.59, -2.64], [-1.58, 1.87, -1.35], [-3.46, 1.93, -1.36], [-4.15, 2.04, 0.38], [-5.29, 1.19, 0.92], [-5.48, 1.65, 2.23], [-4.46, 2.75, 2.53], [-3.59, 2.99, 1.35], [0.96, -1.60, -1.22], [0.65, -2.74, -2.10], [-0.92, -3.10, -2.46], [-1.43, -4.20, -1.36], [-2.95, -3.97, -0.79], [-4.12, -4.65, -1.77], [-3.30, -2.41, -0.38], [1.73, -2.55, -3.35], [2.82, -3.76, -2.96], [4.02, -3.75, -3.82], [5.04, -4.07, -2.96], [6.08, -4.20, -3.59], [2.29, -1.16, -3.45], [7.34, -0.71, -0.52], [7.75, 0.37, -1.44], [7.93, 1.85, -0.69], [4.40, -1.63, 3.32], [4.49, -3.52, 3.21], [5.92, -2.55, 4.17], [6.33, -3.49, 1.55], [6.95, -1.66, 1.94], [4.40, -1.66, -2.02], [4.90, 0.15, -2.53], [2.89, -0.29, -0.05], [3.23, 1.30, -1.00], [0.86, 0.54, -1.14], [0.27, -0.43, -2.87], [2.72, 1.68, -3.35], [1.16, 1.19, -4.32], [1.14, 3.65, -3.08], [1.17, 2.77, -1.41], [-1.22, 3.73, -2.73], [-1.15, 2.08, -3.67], [-1.29, 0.71, -1.43], [-1.09, 2.37, -0.39], [-4.37, 3.36, 3.55], [1.06, -3.68, -1.49], [-0.89, -3.63, -3.52], [-1.61, -2.16, -2.59], [-1.43, -5.25, -1.91], [-0.73, -4.33, -0.42], [-3.02, -4.59, 0.22], [-4.38, -3.98, -2.69], [-5.08, -4.77, -1.07], [-3.84, -5.77, -2.08], [-3.97, -2.36, 0.61], [-2.35, -1.71, -0.31], [-4.02, -1.99, -1.24], [1.27, -2.95, -4.35], [2.30, -4.81, -2.90], [3.20, -3.50, -1.87], [8.83, 0.10, -1.85], [7.06, 0.46, -2.40], [6.84, 2.35, -0.66], [8.23, 1.61, 0.43], [8.71, 2.54, -1.25], [-2.02, 1.68, 5.15], [-1.23, 2.41, 6.01], [-1.61, 2.09, 7.29], [-2.65, 1.14, 7.20], [-2.88, 0.90, 5.87], [-1.96, 1.72, 4.14], [-0.48, 3.08, 5.63], [-1.18, 2.50, 8.20], [-3.18, 0.67, 8.03], [-3.58, 0.25, 5.37], [-7.47, 4.10, 1.73], [-8.06, 4.84, 2.72], [-8.69, 5.91, 2.14], [-8.49, 5.82, 0.74], [-7.73, 4.69, 0.52], [-6.93, 3.26, 1.87], [-7.97, 4.54, 3.76], [-9.25, 6.68, 2.66], [-8.85, 6.49, -0.02], [-7.35, 4.25, -0.40]]
}

---

{
  "formula": "C28H50P2SiSn",
  "method": "wB97M-V/def2-TZVPD",
  "charge": 2,
  "total_energy_ha": -2282.65871,
  "e_homo_ev": [-12.899, -13.030],
  "homo_lumo_gap_ha": [0.219, 0.165],
  "relative_energy_kj_mol": 0.0,
  "symbols": ["Sn", "C", "C", "C", "C", "C", "C", "H", "H", "H", "C", "H", "H", "H", "C", "H", "H", "H", "C", "H", "H", "H", "C", "H", "H", "H", "C", "C", "C", "C", "C", "C", "C", "C", "H", "H", "H", "H", "H", "H", "H", "H", "H", "H", "H", "H", "P", "C", "C", "P", "C", "C", "C", "H", "H", "H", "H", "H", "H", "H", "H", "H", "H", "H", "H", "H", "H", "C", "Si", "C", "C", "C", "C", "H", "H", "H", "H", "H", "H", "H", "H", "H"],
  "positions_angstrom": [[-0.10, 2.33, 1.27], [0.55, -0.39, 4.17], [1.73, 0.30, 3.79], [0.04, 1.85, 3.98], [-0.50, 0.55, 4.26], [1.43, 1.68, 3.67], [0.45, -1.84, 4.43], [0.99, -2.41, 3.66], [-0.60, -2.16, 4.41], [0.86, -2.14, 5.41], [-1.93, 0.26, 4.50], [-2.08, -0.82, 4.67], [-2.50, 0.55, 3.60], [-2.33, 0.81, 5.36], [-0.69, 3.12, 4.21], [-0.98, 3.16, 5.28], [-1.61, 3.18, 3.62], [-0.06, 3.99, 4.01], [2.39, 2.76, 3.37], [2.71, 3.21, 4.32], [1.98, 3.57, 2.75], [3.29, 2.39, 2.88], [3.08, -0.30, 3.64], [3.76, 0.09, 4.42], [3.52, -0.09, 2.66], [3.02, -1.39, 3.77], [-0.69, -2.35, -0.40], [0.27, -2.65, 0.49], [1.73, -2.83, 0.27], [2.37, -2.35, -1.07], [2.31, -0.91, -1.36], [1.32, -0.17, -1.93], [-0.15, -0.44, -2.03], [-0.54, -1.92, -1.83], [1.99, -3.90, 0.36], [2.01, -2.96, -1.90], [2.30, -2.35, 1.10], [0.20, -2.55, -2.34], [-1.74, -2.40, -0.06], [-0.02, -2.88, 1.52], [-1.51, -2.11, -2.33], [-0.70, 0.16, -1.27], [1.57, 0.87, -2.19], [-0.52, -0.08, -3.01], [3.45, -2.59, -1.01], [3.19, -0.34, -1.05], [1.52, -2.15, -4.16], [0.40, -3.22, -5.15], [3.09, -3.00, -4.62], [2.35, 0.82, -4.44], [1.57, -0.66, -5.24], [4.09, 0.41, -4.93], [2.04, 1.97, -5.84], [-0.54, -2.69, -5.34], [0.18, -4.12, -4.57], [0.87, -3.48, -6.10], [3.04, -3.30, -5.68], [3.18, -3.90, -4.00], [3.97, -2.38, -4.46], [2.40, 1.53, -6.78], [2.56, 2.91, -5.63], [0.97, 2.17, -5.90], [0.53, -0.41, -5.52], [2.15, -0.91, -6.15], [4.67, 1.34, -4.85], [4.12, 0.06, -5.97], [4.53, -0.33, -4.26], [-5.99, 0.44, 2.19], [-5.21, 2.10, 1.84], [-5.74, 2.72, 0.16], [-5.58, 3.30, 3.23], [-3.37, 1.91, 1.78], [-2.16, 1.89, 1.53], [-7.05, 0.57, 2.42], [-5.50, -0.05, 3.03], [-5.90, -0.23, 1.32], [-6.78, 3.07, 0.20], [-5.10, 3.55, -0.16], [-5.66, 1.93, -0.60], [-5.23, 2.87, 4.18], [-5.03, 4.24, 3.07], [-6.64, 3.54, 3.33]]
}

---

{
  "formula": "C28H51BCa2ClFLiN4O13S",
  "method": "wB97M-V/def2-TZVPD",
  "charge": 1,
  "total_energy_ha": -4639.76639,
  "e_homo_ev": -9.132,
  "homo_lumo_gap_ha": 0.075,
  "symbols": ["C", "C", "C", "O", "C", "C", "C", "C", "O", "C", "S", "C", "O", "O", "B", "C", "O", "C", "C", "C", "C", "C", "N", "C", "N", "N", "O", "C", "C", "C", "C", "C", "O", "C", "O", "C", "O", "O", "C", "O", "O", "H", "H", "H", "H", "H", "H", "H", "H", "H", "H", "H", "H", "H", "H", "H", "H", "H", "H", "H", "H", "H", "H", "H", "H", "H", "H", "H", "H", "H", "H", "H", "H", "H", "H", "H", "H", "H", "H", "H", "H", "H", "H", "Ca", "Ca", "C", "C", "N", "H", "H", "H", "C", "C", "O", "H", "H", "H", "H", "H", "H", "Cl", "F", "Li"],
  "positions_angstrom": [[-0.81, -2.17, 1.38], [0.16, -1.42, 0.88], [1.15, -0.53, 1.63], [2.37, -0.50, 0.87], [3.38, -1.43, 1.10], [4.48, -1.05, 0.08], [4.75, 0.48, 0.22], [4.30, 1.26, -1.02], [4.96, 0.80, -2.13], [4.05, 0.71, -3.24], [3.04, -3.20, 0.75], [2.35, -4.12, 2.13], [2.25, -3.37, -0.45], [4.36, -3.77, 0.49], [1.32, -0.83, 3.21], [2.51, -0.13, 4.05], [0.57, -1.68, 3.89], [0.61, 0.96, 1.47], [1.78, 1.91, 1.62], [1.24, 3.39, 1.28], [1.76, 3.95, -0.13], [0.70, 4.69, -0.96], [0.79, 4.37, -2.39], [-0.32, 3.74, -2.95], [-0.34, 2.61, -3.52], [-1.58, 4.41, -2.86], [-0.28, 1.35, 2.48], [-1.62, 0.92, 2.38], [-2.55, 2.17, 2.35], [-3.64, 1.96, 1.33], [-4.23, 0.52, 1.42], [-4.38, -0.12, 0.03], [-3.58, -1.26, -0.05], [-3.05, -1.42, -1.33], [-3.02, -2.49, -1.88], [-2.03, 0.24, 3.70], [-1.45, 0.58, 4.74], [-2.95, -0.62, 3.68], [0.14, 1.29, 0.01], [0.79, 0.87, -0.97], [-0.84, 2.07, -0.16], [-1.24, -2.94, 0.74], [-1.20, -2.13, 2.39], [0.30, -1.44, -0.20], [3.91, -1.38, 2.07], [5.42, -1.52, 0.35], [4.19, -1.32, -0.93], [4.33, 0.90, 1.16], [5.83, 0.63, 0.30], [3.20, 1.28, -1.14], [4.64, 2.36, -0.89], [4.60, 0.29, -4.09], [3.63, 1.69, -3.48], [3.24, 0.04, -2.93], [1.27, -4.13, 2.02], [2.58, -3.60, 3.07], [2.80, -5.11, 2.09], [3.20, 0.35, 3.33], [2.08, 0.67, 4.67], [3.08, -0.86, 4.63], [1.26, -2.31, 4.39], [2.16, 1.97, 2.64], [2.56, 1.70, 0.86], [0.16, 3.47, 1.37], [1.66, 4.07, 2.05], [2.69, 4.58, -0.01], [2.07, 3.04, -0.77], [-0.31, 4.54, -0.59], [0.93, 5.76, -0.87], [1.63, 3.85, -2.60], [0.60, 2.22, -3.50], [-2.19, 3.75, -2.39], [-1.91, 4.59, -3.82], [-1.86, 0.32, 1.51], [-1.95, 3.05, 2.11], [-2.94, 2.38, 3.35], [-4.46, 2.67, 1.54], [-3.35, 2.17, 0.29], [-3.64, -0.20, 2.02], [-5.27, 0.60, 1.82], [-4.09, 0.57, -0.79], [-5.46, -0.39, -0.13], [-2.58, -0.55, -1.84], [-6.97, 0.50, -0.49], [3.94, 3.58, 0.52], [4.52, -3.69, -3.94], [5.11, -2.57, -4.69], [5.57, -1.69, -5.28], [4.49, -3.45, -2.88], [3.51, -3.88, -4.30], [5.13, -4.58, -4.09], [-7.77, -5.21, -2.00], [-7.70, -4.17, -0.90], [-8.75, -3.19, -1.05], [-7.69, -4.74, -2.98], [-6.98, -5.95, -1.89], [-8.73, -5.73, -1.97], [-6.75, -3.63, -0.94], [-7.79, -4.63, 0.08], [-9.59, -3.66, -1.01], [-0.76, 5.56, -5.33], [1.54, -3.60, 4.93], [-2.70, 3.66, -4.96]]
}